(1)
C4H11NO in the gas phase. Source: OMol25; level of theory: ωB97M-V/def2-TZVPD.

```
17
Properties=species:S:1:pos:R:3:mulliken_charge:R:1
C 1.02 -0.26 1.66 -1.224
C -0.21 -0.48 0.78 -0.078
O -0.17 -1.79 0.18 -0.565
C -0.42 0.62 -0.25 0.519
C 0.44 0.49 -1.49 -1.399
N -1.85 0.69 -0.56 -0.677
H 1.80 -0.99 1.43 0.304
H 0.76 -0.42 2.70 0.298
H 1.56 0.69 1.53 0.352
H -1.09 -0.57 1.41 0.444
H 0.71 -1.93 -0.17 0.318
H -0.19 1.54 0.30 0.246
H 0.48 -0.55 -1.81 0.325
H 1.47 0.83 -1.38 0.318
H 0.01 1.05 -2.31 0.381
H -2.25 -0.23 -0.68 0.214
H -2.06 1.30 -1.33 0.223
```

For the energy relative to the best compared isomer or geometry (same formula, charge and spin), the calculation gives 20.56 kcal/mol. For the HOMO energy, the calculation gives -0.334 hartree. The SMILES is C[C@H](O)[C@@H](C)N. Its frontier orbital gap is 10.08 eV. The total energy is -288.9843 a.u.



(2)
2 unconnected molecules or ions with the total composition C4H8Si. Source: OMol25; level of theory: ωB97M-V/def2-TZVPD.

```
13
Properties=species:S:1:pos:R:3:mulliken_charge:R:1
C -2.05 0.85 -1.08 -0.785
C -0.63 -1.81 0.74 -0.458
C -1.34 0.57 0.09 -0.059
C -0.81 -0.63 0.31 -0.071
Si 2.26 0.34 0.16 0.268
H -2.47 1.81 -1.05 0.325
H -2.60 0.06 -1.61 0.317
H 0.38 -2.44 0.58 0.148
H -1.37 -2.31 1.33 0.266
H -1.06 1.49 0.70 0.277
H 2.14 1.15 -1.03 -0.055
H 2.43 -1.07 0.10 -0.105
H 1.79 0.99 1.39 -0.068
```

For the energy relative to the best compared isomer or geometry (same formula, charge and spin), the calculation gives 114.91 kcal/mol. For the HOMO energy (alpha / beta), the calculation gives -0.286 / -0.256 hartree. Its frontier orbital gap (alpha / beta) is 7.65 / 6.51 eV. The total energy is -446.4732 a.u.



(3)
A molecular structure, C25H27Cl2IrN6S. Source: OMol25; level of theory: ωB97M-V/def2-TZVPD.

```
62
Properties=species:S:1:pos:R:3:mulliken_charge:R:1
Ir -1.29 -0.28 0.09 0.285
N -4.38 -3.23 1.71 -0.619
C -3.48 -2.19 1.36 0.529
S -3.11 -1.98 -0.33 -0.614
N -2.97 -1.50 2.30 -1.270
N -2.08 -0.58 1.82 0.678
C -1.33 0.23 2.74 -0.623
C -1.48 1.68 2.32 0.436
C -1.17 2.75 3.17 -0.755
C -1.10 4.02 2.64 -0.340
C -1.31 4.18 1.28 -0.803
C -1.63 3.06 0.53 -0.175
N -1.74 1.84 1.03 -0.216
H -5.16 -3.27 1.08 0.220
H -4.67 -3.12 2.67 0.254
H -1.59 0.09 3.79 0.796
H -0.96 2.56 4.22 0.384
H -0.88 4.87 3.28 0.392
H -1.23 5.15 0.81 0.391
H -1.84 3.15 -0.53 0.539
Cl 2.51 0.82 1.02 -0.186
C 2.43 0.02 2.57 0.670
C 3.61 -0.23 3.22 -0.571
C 3.62 -0.79 4.50 -0.379
C 2.40 -1.09 5.08 -0.622
C 1.20 -0.83 4.42 0.496
Cl -0.25 -1.35 5.28 -0.301
C 1.11 -0.26 3.11 -0.953
N 0.07 0.04 2.35 -0.040
H 4.54 0.03 2.73 0.356
H 4.55 -0.99 5.02 0.324
H 2.35 -1.54 6.06 0.343
C 0.39 2.78 -2.23 -1.124
C -0.28 2.03 -3.40 0.337
C -1.80 1.94 -3.20 -1.406
C 0.39 0.69 -3.61 0.491
C 1.12 0.52 -4.77 -0.644
C 1.86 -0.63 -5.05 -1.326
C 1.87 -1.62 -4.06 -0.620
C 1.18 -1.54 -2.87 0.444
C 1.29 -2.73 -1.93 0.421
C 1.73 -2.39 -0.50 -1.158
C -0.02 -3.53 -1.91 -1.117
C 0.36 -0.36 -2.59 0.882
N -0.37 -0.23 -1.52 -0.310
H 0.00 3.80 -2.13 0.351
H 1.47 2.83 -2.38 0.388
H 0.20 2.25 -1.29 -0.015
H -0.11 2.61 -4.31 0.439
H -2.04 1.37 -2.31 0.077
H -2.27 1.45 -4.06 0.352
H -2.24 2.95 -3.10 0.413
H 1.11 1.32 -5.50 0.233
H 2.41 -0.74 -5.97 0.307
H 2.47 -2.52 -4.23 0.258
H 2.07 -3.37 -2.35 0.394
H 0.96 -1.84 0.04 -0.145
H 2.63 -1.78 -0.50 0.316
H 1.92 -3.32 0.06 0.464
H -0.85 -2.91 -1.57 -0.057
H 0.05 -4.38 -1.22 0.369
H -0.26 -3.92 -2.91 0.358
```

As for the net charge: -2. For the HOMO energy (alpha / beta), the calculation gives 0.004 / 0.004 hartree. Its frontier orbital gap (alpha / beta) is 4.60 / 4.60 eV. The total energy is -2720.2273 a.u.



(4)
C6H14N2 in the gas phase. Source: OMol25; level of theory: ωB97M-V/def2-TZVPD.

```
22
Properties=species:S:1:pos:R:3:mulliken_charge:R:1
C 2.53 0.02 0.19 -0.937
C 1.35 0.88 0.78 -0.896
C 0.11 0.46 0.06 1.569
C 0.05 0.76 -1.41 -1.288
C -0.43 -0.88 0.59 -0.632
C -1.35 -1.88 -0.10 -1.088
N -1.05 0.75 0.96 -0.428
N -2.28 1.02 0.46 -0.549
H 2.92 -0.52 1.02 0.320
H 3.38 0.60 -0.28 0.265
H 1.97 -0.57 -0.52 0.283
H 1.40 1.97 0.61 0.365
H 1.35 0.77 1.88 0.390
H -0.98 1.15 -1.76 0.304
H 0.24 -0.14 -2.02 0.316
H 0.79 1.53 -1.76 0.332
H 0.18 -1.20 1.45 0.457
H -1.07 -2.17 -1.17 0.212
H -2.35 -1.40 -0.19 0.274
H -1.32 -2.76 0.56 0.300
H -2.96 0.80 1.15 0.248
H -2.49 0.81 -0.52 0.182
```

For the energy relative to the best compared isomer or geometry (same formula, charge and spin), the calculation gives 78.32 kcal/mol. For the HOMO energy, the calculation gives -0.279 hartree. The SMILES is CC[C@@]1(C)[C@H](C)N1N. Its frontier orbital gap is 8.58 eV. The total energy is -346.4024 a.u.



(5)
C7H10 in the gas phase. Source: OMol25; level of theory: ωB97M-V/def2-TZVPD.

```
17
Properties=species:S:1:pos:R:3:mulliken_charge:R:1
C 1.65 0.30 0.51 -1.156
C 0.99 -1.08 0.56 -0.331
C -0.78 0.69 -1.37 -0.863
C -1.01 -0.73 -1.04 -0.212
C -0.53 -1.16 0.36 -0.620
C -1.09 1.73 -0.63 0.626
C -1.39 2.74 0.07 -0.497
H 1.63 0.74 -0.50 0.341
H 2.70 0.20 0.80 0.352
H 1.17 1.02 1.19 0.269
H 1.47 -1.72 -0.19 0.268
H 1.21 -1.53 1.53 0.311
H -2.11 -0.82 -1.07 0.302
H -0.62 -1.39 -1.82 0.299
H -0.82 -2.21 0.48 0.292
H -1.07 -0.58 1.12 0.337
H -1.40 3.81 -0.01 0.282
```

For the energy relative to the best compared isomer or geometry (same formula, charge and spin), the calculation gives 114.93 kcal/mol. For the HOMO energy, the calculation gives -0.296 hartree. Its frontier orbital gap is 7.04 eV. The total energy is -272.5349 a.u.



(6)
2 unconnected molecules or ions with the total composition C2H7OS. Source: OMol25; level of theory: ωB97M-V/def2-TZVPD.

```
11
Properties=species:S:1:pos:R:3:mulliken_charge:R:1
C -0.51 -1.82 0.01 -0.643
S 0.75 -3.01 -0.66 -0.334
H -0.57 -1.01 -0.72 0.198
H -0.01 -1.51 0.92 0.252
H -1.54 -1.96 0.36 0.357
H 1.75 -2.33 -1.23 0.131
C 0.05 2.32 0.27 -0.675
O 0.30 1.00 0.17 -0.751
H -1.05 2.57 0.31 0.165
H 0.38 2.90 -0.63 0.161
H 0.45 2.87 1.19 0.138
```

As for the net charge: -1. For the energy relative to the best compared isomer or geometry (same formula, charge and spin), the calculation gives 64.76 kcal/mol. For the HOMO energy, the calculation gives -0.078 hartree. Its frontier orbital gap is 5.52 eV. The total energy is -553.7608 a.u.



(7)
C4H4N2O in the gas phase. Source: OMol25; level of theory: ωB97M-V/def2-TZVPD.

```
11
Properties=species:S:1:pos:R:3:mulliken_charge:R:1
O -1.46 1.04 0.36 -0.334
C -0.26 1.36 0.78 0.466
C -0.29 1.17 -0.73 -0.398
C 0.05 -0.12 -1.10 -0.390
N 0.22 -1.09 -0.11 -0.123
C 0.37 -0.77 1.21 -0.112
N 0.36 0.45 1.64 -0.482
H -0.35 2.00 -1.42 0.381
H 0.36 -0.39 -2.10 0.381
H 0.40 -2.04 -0.39 0.243
H 0.60 -1.61 1.87 0.368
```

For the energy relative to the best compared isomer or geometry (same formula, charge and spin), the calculation gives 104.02 kcal/mol. For the HOMO energy (alpha / beta), the calculation gives -0.269 / -0.285 hartree. Its frontier orbital gap (alpha / beta) is 7.80 / 7.80 eV. The total energy is -339.4159 a.u.



(8)
2 unconnected molecules or ions with the total composition C5H12O2. Source: OMol25; level of theory: ωB97M-V/def2-TZVPD.

```
19
Properties=species:S:1:pos:R:3:mulliken_charge:R:1
C 2.19 0.04 1.04 -1.056
C 0.87 0.72 1.43 -0.247
C 0.09 1.28 0.27 -0.084
C -1.20 1.08 0.06 -0.709
O -1.92 0.19 0.83 -0.519
H 2.01 -0.91 0.53 0.244
H 2.79 0.67 0.38 0.288
H 2.78 -0.16 1.94 0.338
H 0.24 0.03 2.00 0.266
H 1.09 1.56 2.10 0.330
H 0.61 1.93 -0.43 0.318
H -1.75 1.56 -0.75 0.424
H -2.84 0.18 0.55 0.341
C -0.90 -1.35 -2.00 -0.453
O -0.11 -1.64 -0.87 -0.463
H -1.53 -2.21 -2.29 0.255
H -1.55 -0.48 -1.85 0.153
H -0.24 -1.12 -2.84 0.232
H -0.61 -1.37 -0.09 0.340
```

For the energy relative to the best compared isomer or geometry (same formula, charge and spin), the calculation gives 40.67 kcal/mol. For the HOMO energy, the calculation gives -0.323 hartree. The SMILES is CC/C=C\O.CO. Its frontier orbital gap is 9.39 eV. The total energy is -348.1400 a.u.



(9)
A molecular structure, C4H4O2S. Source: OMol25; level of theory: ωB97M-V/def2-TZVPD.

```
11
Properties=species:S:1:pos:R:3:mulliken_charge:R:1
C -0.22 -1.16 -0.59 -0.334
C -1.13 -0.99 0.46 -0.500
C 0.26 1.33 0.41 -0.448
C 0.65 -0.10 -0.86 0.344
O -1.64 1.15 2.17 -0.587
O 1.48 0.25 -1.84 -0.476
S -0.60 0.36 1.49 0.470
H -0.30 -2.11 -1.13 0.341
H -1.87 -1.61 0.68 0.533
H 1.19 1.95 0.73 0.260
H 2.18 0.95 -1.53 0.396
```

For the energy relative to the best compared isomer or geometry (same formula, charge and spin), the calculation gives 145.86 kcal/mol. For the HOMO energy (alpha / beta), the calculation gives -0.306 / -0.300 hartree. Its frontier orbital gap (alpha / beta) is 7.43 / 7.13 eV. The total energy is -703.2595 a.u.



(10)
C4H9NO in the gas phase. Source: OMol25; level of theory: ωB97M-V/def2-TZVPD.

```
15
Properties=species:S:1:pos:R:3:mulliken_charge:R:1
C -1.35 0.06 0.99 -1.349
C -0.21 -0.41 0.09 0.497
C -0.55 -0.39 -1.39 -1.358
N 0.98 0.45 0.30 0.193
C 2.32 -0.05 -0.13 -0.514
O 1.85 0.05 1.31 -0.388
H -2.21 -0.60 0.88 0.375
H -1.67 1.07 0.72 0.347
H -1.05 0.06 2.04 0.361
H 0.14 -1.40 0.38 0.224
H 0.34 -0.68 -1.96 0.388
H -0.89 0.60 -1.72 0.335
H -1.35 -1.11 -1.60 0.383
H 0.77 1.44 0.38 0.368
H 2.88 0.90 -0.27 0.138
```

For the energy relative to the best compared isomer or geometry (same formula, charge and spin), the calculation gives 126.58 kcal/mol. For the HOMO energy, the calculation gives -0.289 hartree. Its frontier orbital gap is 8.67 eV. The total energy is -287.6307 a.u.



| no. | maximum force (eV Å⁻¹) |
| --- | --- |
| 1 | 0.9 |
| 2 | 4.0 |
| 3 | 3.6 |
| 4 | 3.1 |
| 5 | 0.5 |
| 6 | 2.3 |
| 7 | 0.6 |
| 8 | 0.4 |
| 9 | 6.4 |
| 10 | 0.3 |